(1)
Below is a structure of composition C18H38HgN5O4P, with properties calculated with ωB97M-V with the def2-TZVPD basis set.

```
67
Properties=species:S:1:pos:R:3:forces:R:3:mulliken_charge:R:1
Hg 0.447542 -1.487687 -0.245825 -0.005 0.145 -0.264 0.7421
C 4.665753 1.380491 1.366366 -0.048 -0.031 -0.059 -1.1058
N 3.617289 0.998628 2.301804 0.128 0.125 -0.095 0.1689
C 3.609875 1.697505 3.575939 -0.111 -0.180 0.138 -1.0102
C 2.721940 0.057864 1.947244 0.117 0.093 0.056 0.7261
O 2.739371 -0.481895 0.846757 -0.295 -0.102 -0.096 -0.7314
C 1.690912 -0.298904 3.010378 -0.057 0.017 0.002 -0.8889
O 0.933942 -1.383659 2.555583 0.026 -0.064 -0.273 -0.0312
C -0.123615 -1.721937 3.405061 -0.038 -0.012 -0.025 -0.8905
C -1.009966 -2.728563 2.677547 -0.110 -0.017 -0.032 0.7342
O -0.664933 -3.215965 1.607876 0.065 0.141 -0.084 -0.6920
N -2.175351 -3.055516 3.273065 -0.078 -0.053 -0.040 0.1557
C -2.699358 -2.449283 4.482361 0.048 0.091 0.019 -1.0180
C -3.060861 -4.013513 2.624097 0.113 -0.041 -0.069 -1.1385
H 4.451587 2.362538 0.938697 0.033 -0.001 -0.014 0.3475
H 4.716881 0.645761 0.570108 0.006 0.013 -0.009 0.3080
H 5.624262 1.422819 1.882937 -0.013 -0.016 0.025 0.4095
H 4.142732 2.637936 3.457963 -0.027 0.007 -0.001 0.4019
H 4.105525 1.116633 4.358419 0.027 0.038 -0.005 0.3033
H 2.596018 1.925201 3.902098 0.019 0.040 -0.008 0.3460
H 1.043545 0.572900 3.180232 0.035 -0.012 0.044 0.3388
H 2.204429 -0.550218 3.947626 -0.035 0.071 0.009 0.4213
H -0.707806 -0.832774 3.674384 0.046 0.008 0.006 0.4066
H 0.253942 -2.189736 4.324950 -0.058 0.084 0.050 0.4072
H -1.919718 -1.998834 5.090659 0.015 -0.056 -0.009 0.3774
H -3.192262 -3.214272 5.080891 0.028 0.003 0.027 0.3696
H -3.438825 -1.680930 4.234457 -0.014 -0.018 0.070 0.2908
H -2.766769 -4.123125 1.585268 -0.030 0.009 -0.011 0.3551
H -4.089411 -3.657870 2.685295 0.003 0.011 -0.001 0.3777
H -2.992111 -4.990564 3.105991 -0.040 0.020 0.038 0.3303
C 0.859457 2.884742 -4.148170 0.061 -0.111 0.095 -0.6487
C 1.138456 2.559049 -2.689785 -0.016 0.002 -0.087 -0.7098
N 0.466992 1.314291 -2.379874 0.055 0.121 0.077 0.2725
C 0.501518 0.244425 -3.223499 -0.356 -0.159 -0.127 0.4186
N 0.011617 -0.887733 -2.802079 0.197 -0.147 0.934 -0.2739
C 0.026316 -2.047427 -3.674966 0.083 0.141 -0.082 -0.6904
C 1.191958 -1.978270 -4.652839 -0.247 0.069 0.066 -0.6859
C 1.071070 -0.671202 -5.416337 0.075 -0.215 0.048 -0.7284
N 0.960859 0.443597 -4.483954 0.034 0.130 -0.029 0.1708
C 1.381807 1.741006 -5.000812 0.011 0.136 0.069 -0.7612
H 1.340731 3.818019 -4.436752 0.028 -0.017 -0.041 0.3751
H -0.216610 2.995798 -4.293128 -0.013 0.018 0.016 0.2811
H 0.743312 3.330327 -2.029562 0.031 0.005 0.007 0.3919
H 2.220714 2.486898 -2.523527 -0.012 0.050 0.021 0.3057
H 0.257385 1.099058 -1.415809 -0.071 -0.014 0.033 -0.1633
H -0.921078 -2.089417 -4.226554 0.041 -0.114 -0.020 0.2606
H 0.085667 -2.942187 -3.055143 -0.032 -0.021 -0.052 0.3196
H 1.176497 -2.830211 -5.331700 0.049 0.045 -0.061 0.3685
H 2.133030 -1.986423 -4.098174 0.015 -0.069 -0.012 0.2662
H 0.195951 -0.691105 -6.075441 0.046 0.006 -0.030 0.2941
H 1.955530 -0.505431 -6.034962 -0.025 0.047 -0.006 0.4265
H 1.009736 1.833478 -6.023802 0.038 -0.026 0.003 0.4276
H 2.477201 1.770527 -5.038172 -0.023 0.026 -0.062 0.3331
C -3.184813 1.343926 2.210960 0.238 -0.049 -0.335 -0.8784
P -2.355122 1.255494 0.596513 -0.748 0.221 -0.168 1.0350
C -2.624016 2.844561 -0.234873 0.072 -0.331 0.197 -1.1678
C -3.302791 0.050982 -0.372362 0.298 0.229 0.162 -1.0302
O -0.907177 0.927153 0.722898 0.631 -0.293 -0.011 -0.7076
H -4.264585 1.443247 2.111895 -0.016 0.013 -0.010 0.3875
H -2.788518 2.182868 2.781573 0.004 0.001 0.012 0.3595
H -2.946785 0.416053 2.733113 -0.072 0.001 0.061 0.0178
H -3.683807 3.051989 -0.374156 -0.020 0.028 0.001 0.3806
H -2.129479 2.788789 -1.205164 -0.023 0.032 -0.040 0.2480
H -2.164627 3.637609 0.353638 -0.007 0.030 -0.004 0.3432
H -4.336302 0.379491 -0.474534 -0.043 -0.063 -0.005 0.4169
H -3.261402 -0.923171 0.115629 -0.036 -0.014 0.006 0.2509
H -2.843272 -0.033813 -1.358323 0.004 -0.020 -0.016 0.2831
```
Positions in Å, forces in eV/Å.

Calculated values
spin multiplicity = 2
energy above the lowest of the compared OMol25 structures with the same formula, charge and spin = 0.464 eV
charge = +1
E = -1778.04479 hartree
orbital gap (alpha / beta) = 8.04 / 7.04 eV

=====

(2)
Below is a cluster of 2 separate species, C3H10OS2 in total, with properties calculated with ωB97M-V with the def2-TZVPD basis set.

```
16
Properties=species:S:1:pos:R:3:forces:R:3:mulliken_charge:R:1
C -0.558829 1.636556 2.829204 2.785 1.140 2.190 -0.8682
S 0.132042 0.349405 1.805101 -0.248 -0.628 -0.586 0.0996
S 1.971490 -0.109028 2.710182 -0.325 1.125 1.025 -0.2009
H -0.302859 2.631140 2.430477 -0.357 -0.350 -0.023 0.2974
H -1.605917 1.525000 2.981542 -0.738 -0.226 0.060 0.2702
H 0.016833 1.615735 3.863103 -1.586 -0.102 -1.840 0.2603
H 1.764991 0.824853 3.725772 0.467 -0.968 -0.855 0.1329
C 0.189595 -1.364673 -2.040345 -0.135 -3.527 2.264 -0.2783
O 0.345493 -2.008187 -3.289321 0.978 1.613 -1.262 -0.5243
C -0.810370 -0.234256 -1.994779 0.444 -1.880 -2.778 -0.8689
H 1.191290 -1.287131 -1.523887 -0.916 0.751 -0.602 0.3330
H -0.245184 -2.244329 -1.551400 -0.102 0.401 0.894 0.1938
H 0.850035 -1.340810 -3.780860 -0.095 -0.659 -0.614 0.2928
H -1.603345 -0.361340 -1.291220 -0.604 -0.194 0.112 0.2565
H -1.080267 -0.220678 -3.093282 -0.654 0.494 1.369 0.3142
H -0.255004 0.587744 -1.780283 1.086 3.011 0.646 0.2897
```
Positions in Å, forces in eV/Å.

Calculated values
spin multiplicity = 1
energy above the lowest of the compared OMol25 structures with the same formula, charge and spin = 1.930 eV
charge = 0
E = -991.84068 hartree
orbital gap = 8.63 eV

=====

(3)
Below is a cluster of 2 separate species, C10H16 in total, with properties calculated with ωB97M-V with the def2-TZVPD basis set.

```
26
Properties=species:S:1:pos:R:3:forces:R:3:mulliken_charge:R:1
C 1.630069 1.938483 1.414654 -2.877 1.592 0.593 -1.1379
C -0.145434 0.062354 1.214075 -0.536 1.059 1.010 -0.1642
C 1.212750 0.537061 1.205143 -0.914 -0.310 -0.388 0.8040
C -0.395545 -1.269301 1.026827 -0.976 -1.298 -1.171 -0.4056
C 0.612890 -2.207476 0.690335 -0.272 0.119 0.316 -0.4995
C 2.190722 -0.355422 0.924439 -1.145 -3.729 -0.340 -0.6824
C 1.900670 -1.754591 0.691722 1.220 0.888 -0.172 -0.4314
H -1.075362 0.698070 1.465247 1.929 -0.646 -0.486 0.2739
H -1.442926 -1.642669 0.961666 0.791 0.491 0.346 0.2974
H 1.019395 2.555685 0.732738 0.227 -0.080 -0.144 0.2720
H 2.669334 2.145585 1.099845 -0.420 -0.061 1.241 0.3325
H 0.384620 -3.255664 0.440988 -0.013 0.648 0.294 0.3640
H 3.209100 -0.146512 0.872611 1.503 0.960 0.067 0.3728
H 2.758632 -2.433946 0.484663 -0.802 0.566 0.114 0.3046
H 1.088458 2.264240 2.409888 2.240 -0.202 -1.309 0.2864
C -1.911362 1.303705 -1.833546 -0.668 -0.579 0.922 -0.1375
C -3.106780 0.311430 -1.563490 0.856 2.042 -1.751 -1.2566
C -0.813884 0.532246 -2.553100 2.244 1.829 1.509 -0.9597
H -2.224570 2.145264 -2.439252 -0.578 -0.034 -0.440 0.3709
H -1.693372 1.872117 -0.861652 0.658 -1.349 -1.131 0.1289
H -2.953430 -0.631916 -1.114012 1.383 -1.628 -0.577 0.3541
H -0.656563 -0.361110 -1.980002 1.050 -0.204 0.973 0.1649
H -1.037716 0.027886 -3.454102 -0.901 0.449 -1.608 0.4085
H -3.648496 0.293356 -2.531580 -0.374 -0.429 1.105 0.3147
H -3.579148 0.674054 -0.710852 -2.115 1.541 0.851 0.3862
H 0.137471 1.204628 -2.678553 -1.511 -1.635 0.176 0.2389
```
Positions in Å, forces in eV/Å.

Calculated values
spin multiplicity = 1
energy above the lowest of the compared OMol25 structures with the same formula, charge and spin = 2.020 eV
charge = 0
E = -390.56163 hartree
orbital gap = 9.98 eV

=====

(4)
Below is a structure of composition C24H37ClInN2O3, with properties calculated with ωB97M-V with the def2-TZVPD basis set.

```
68
Properties=species:S:1:pos:R:3:forces:R:3:mulliken_charge:R:1
In 0.083108 0.008986 0.086128 1.136 0.141 0.429 0.1440
Cl 2.151943 -0.039747 -1.527864 0.241 -0.029 0.099 -0.5062
N 0.283181 2.175651 -0.068249 -0.999 2.751 -1.127 0.0831
N 0.206899 -2.165660 -0.035536 -0.992 -2.809 -1.084 0.0168
C -0.254208 2.945675 -0.997492 1.646 -2.715 1.714 0.8442
C -0.319077 -2.923437 -0.983477 1.556 2.655 1.796 0.8312
C 1.238483 2.989903 0.715390 -0.037 -0.024 -0.087 1.6959
C 1.539219 4.126166 -0.252072 -0.162 -0.137 -0.852 -0.7992
C 2.460063 2.193243 1.133713 0.710 -0.008 0.030 -1.6572
C 0.495665 3.488128 1.931095 -0.531 0.011 0.261 -1.3463
H 2.937753 1.755455 0.251730 0.024 0.074 0.134 0.3941
H 2.208929 1.369682 1.826883 -0.112 0.533 -0.362 0.0528
H 3.174244 2.863429 1.642235 -0.144 -0.150 -0.143 0.4994
H -0.398529 4.053249 1.613609 0.372 0.059 0.227 0.4017
H 1.152356 4.091370 2.586212 -0.359 -0.192 -0.232 0.4511
H 0.147624 2.587374 2.441247 0.102 0.434 -0.023 -0.1033
C 1.127251 -2.992654 0.773092 -0.109 0.094 -0.152 1.9835
C 1.410400 -4.151059 -0.174194 -0.119 0.074 -0.752 -0.8914
C 0.349782 -3.433356 1.997548 -0.477 -0.128 0.100 -1.5389
C 2.377645 -2.235612 1.172129 0.607 0.078 -0.001 -1.7056
H 2.871845 -1.818710 0.287907 -0.009 -0.182 0.113 0.4430
H 3.061624 -2.924250 1.702109 -0.170 0.288 -0.145 0.4197
H 2.153230 -1.386482 1.834163 -0.037 -0.388 -0.272 0.1399
H -0.551459 -3.976234 1.663023 0.298 0.006 0.284 0.4456
H 0.014982 -2.530388 2.526930 0.157 -0.608 -0.179 -0.2119
H 0.968821 -4.070054 2.654940 -0.301 0.238 -0.159 0.3905
O 0.262621 -4.101618 -1.125226 0.512 -1.301 0.283 -0.3999
H 1.461766 -5.157021 0.296855 -0.184 0.675 -0.438 0.2910
H 2.316043 -3.925855 -0.766336 -0.383 -0.322 0.147 0.3799
O 0.356949 4.105088 -1.169186 0.550 1.279 0.286 -0.4171
H 2.417356 3.864831 -0.868455 -0.338 0.339 0.109 0.3763
H 1.630251 5.138130 0.200619 -0.187 -0.722 -0.398 0.2717
C -1.422102 2.554492 -1.841471 -0.529 0.363 -0.210 -1.3554
C -1.449648 -2.515243 -1.867817 -0.532 -0.340 -0.292 -1.2881
C -1.387601 -1.180264 -2.593118 -0.232 -0.856 -1.286 0.5651
H -2.351174 -2.443428 -1.223897 0.161 -0.312 0.054 0.0490
H -1.586385 -3.343698 -2.571589 -0.124 0.225 0.190 0.3460
C -1.448588 0.022041 -1.786885 -0.508 0.016 0.473 0.2814
C -1.379411 1.228959 -2.582800 -0.247 0.882 -1.354 0.6236
H -1.727565 0.027020 -0.605886 -1.455 -0.028 -3.418 -0.2513
C -1.559779 1.236504 -4.001357 -0.004 0.032 1.519 1.3022
C -1.678939 0.035702 -4.731816 -0.115 -0.032 0.257 -1.2538
C -1.816982 2.525280 -4.765913 0.204 0.103 0.040 -1.8481
C -1.567129 -1.172592 -4.012686 -0.022 -0.029 1.497 1.2180
H -1.926407 0.041647 -5.817630 0.288 -0.008 0.986 0.0289
C -1.833651 -2.452090 -4.790423 0.198 -0.108 0.041 -1.8383
H -1.966164 -2.218157 -5.859886 0.126 -0.092 0.410 0.3193
H -2.759804 -2.952240 -4.449065 0.361 0.163 -0.092 0.3425
H -1.000663 -3.166130 -4.689898 -0.283 0.110 -0.122 0.3414
H -2.742511 3.025262 -4.422931 0.360 -0.160 -0.092 0.3424
H -1.945909 2.302458 -5.838112 0.123 0.095 0.406 0.3186
H -0.981263 3.234126 -4.653410 -0.286 -0.105 -0.127 0.3398
H -1.588893 3.393041 -2.525324 -0.122 -0.216 0.159 0.3952
H -2.294944 2.469013 -1.161219 0.176 0.315 0.013 0.0567
C 1.189562 -0.784853 4.111158 -0.118 -0.238 -0.036 -1.2325
C -0.002108 -0.028015 3.476875 0.139 0.298 1.637 1.5771
C -1.394521 -0.698929 3.736985 0.173 0.005 -0.071 -1.4105
C -0.075163 1.250255 4.350649 0.047 -0.127 -0.379 -2.1226
O 0.337241 0.306810 2.180837 -0.438 -0.323 0.521 -0.8902
H 1.160306 -0.770883 5.240282 0.047 -0.444 -1.185 0.3910
H 2.049411 -0.204027 3.757591 0.117 -0.139 0.377 0.2810
H 1.284513 -1.778819 3.640134 0.095 0.336 0.935 0.1682
H -1.575991 -0.921058 4.841257 0.392 0.196 -1.374 0.2745
H -2.131462 0.061733 3.418137 0.060 -0.567 0.076 0.4064
H -1.525313 -1.612204 3.130843 -0.183 0.387 0.374 0.2318
H 0.847416 1.809274 4.144498 -0.137 -0.048 0.575 0.3689
H -0.909933 1.861626 3.979387 0.049 -0.050 0.547 0.3917
H -0.175229 0.933183 5.415006 -0.040 0.686 -0.660 0.5517
```
Positions in Å, forces in eV/Å.

Calculated values
spin multiplicity = 1
energy above the lowest of the compared OMol25 structures with the same formula, charge and spin = 0.388 eV
charge = -1
E = -1922.20272 hartree
orbital gap (alpha / beta) = 3.50 / 3.21 eV

=====

(5)
Below is a cluster of 2 separate species, C2H3N3S2 in total, with properties calculated with ωB97M-V with the def2-TZVPD basis set.

```
10
Properties=species:S:1:pos:R:3:forces:R:3:mulliken_charge:R:1
C -0.657354 1.708084 -1.400825 -0.062 0.997 0.679 0.4487
C -0.522759 -0.936512 1.378180 0.617 -0.050 -0.280 0.2176
N -1.249617 2.676027 -1.160153 -0.111 0.369 0.154 -0.4448
N 0.983853 0.095785 -1.273951 0.097 0.982 -0.888 -0.2142
N -0.115206 0.615171 -1.806375 0.345 -2.034 -0.894 -0.4742
S 0.911312 -1.207554 0.784496 -0.596 -0.578 1.316 -0.1577
S -1.548493 -1.130666 2.646504 -0.115 0.027 -0.023 -0.1333
H 1.692167 0.715437 -0.880203 -0.182 -0.041 -0.071 0.3187
H 1.348395 -0.665484 -1.840059 -0.087 0.293 0.164 0.3019
H -0.842299 -1.870288 3.552384 0.095 0.035 -0.157 0.1372
```
Positions in Å, forces in eV/Å.

Calculated values
spin multiplicity = 1
energy above the lowest of the compared OMol25 structures with the same formula, charge and spin = 4.376 eV
charge = 0
E = -1038.47681 hartree
orbital gap (alpha / beta) = 7.43 / 6.78 eV

=====

(6)
Below is a cluster of 2 separate species, C3H7N2O in total, with properties calculated with ωB97M-V with the def2-TZVPD basis set.

```
13
Properties=species:S:1:pos:R:3:forces:R:3:mulliken_charge:R:1
C -0.554439 0.345633 0.079957 -0.048 2.370 -2.689 0.2104
C 1.111464 -1.462783 0.749533 4.257 0.742 0.270 -1.1741
C 0.697753 -0.406044 -0.281888 -2.082 -1.881 0.774 -0.0745
N -1.334072 0.766304 0.907569 0.084 0.874 -0.647 0.5545
N -0.930569 1.559198 -1.480794 1.733 -5.188 0.919 -0.4240
O -2.082835 1.377390 1.546479 -0.065 -0.648 0.346 -0.3423
H 1.476686 -0.969992 1.705603 -0.514 -0.417 -1.081 0.3433
H 2.152803 -1.948463 0.315011 -2.969 0.825 1.061 0.2913
H 0.377892 -2.173896 1.042853 -0.534 -0.748 -0.287 0.4041
H 1.466288 0.327244 -0.418046 0.292 0.367 -0.603 0.3224
H 0.302412 -0.925505 -1.179777 1.072 0.464 -0.021 0.2807
H -0.967547 2.394280 -0.998475 -1.138 2.399 1.065 0.2871
H -1.715835 1.116634 -1.988025 -0.089 0.841 0.894 0.3210
```
Positions in Å, forces in eV/Å.

Calculated values
spin multiplicity = 1
energy above the lowest of the compared OMol25 structures with the same formula, charge and spin = 7.866 eV
charge = +1
E = -302.75094 hartree
orbital gap = 8.13 eV

=====

Please write out number 5 again, unchanged.
Below is a cluster of 2 separate species, C2H3N3S2 in total, with properties calculated with ωB97M-V with the def2-TZVPD basis set.

```
10
Properties=species:S:1:pos:R:3:forces:R:3:mulliken_charge:R:1
C -0.657354 1.708084 -1.400825 -0.062 0.997 0.679 0.4487
C -0.522759 -0.936512 1.378180 0.617 -0.050 -0.280 0.2176
N -1.249617 2.676027 -1.160153 -0.111 0.369 0.154 -0.4448
N 0.983853 0.095785 -1.273951 0.097 0.982 -0.888 -0.2142
N -0.115206 0.615171 -1.806375 0.345 -2.034 -0.894 -0.4742
S 0.911312 -1.207554 0.784496 -0.596 -0.578 1.316 -0.1577
S -1.548493 -1.130666 2.646504 -0.115 0.027 -0.023 -0.1333
H 1.692167 0.715437 -0.880203 -0.182 -0.041 -0.071 0.3187
H 1.348395 -0.665484 -1.840059 -0.087 0.293 0.164 0.3019
H -0.842299 -1.870288 3.552384 0.095 0.035 -0.157 0.1372
```
Positions in Å, forces in eV/Å.

Calculated values
spin multiplicity = 1
energy above the lowest of the compared OMol25 structures with the same formula, charge and spin = 4.376 eV
charge = 0
E = -1038.47681 hartree
orbital gap (alpha / beta) = 7.43 / 6.78 eV